1.
{
  "formula": "C4H8OS2",
  "method": "ωB97M-V/def2-TZVPD",
  "charge": 0,
  "smiles": "COCSC(C)=S",
  "multiplicity": 1,
  "gap_ev": 8.61,
  "homo_energy_ev": -8.56,
  "lumo_ev": 0.1,
  "symbols": ["C", "C", "C", "C", "H", "H", "H", "H", "H", "H", "H", "H", "O", "S", "S"],
  "positions_angstrom": [[-1.4390, -1.1757, -1.3392], [0.2030, 0.5357, -1.1581], [0.2488, 1.0931, 1.6151], [1.2957, -0.0280, 1.5238], [-1.3901, -2.2254, -1.6156], [-2.0521, -0.9123, -0.4938], [-1.7746, -0.5384, -2.1426], [1.2910, 0.6679, -1.0686], [-0.2784, 0.8966, -2.0363], [1.7002, -0.2498, 2.5227], [2.1511, 0.2893, 0.9407], [0.8950, -0.9808, 1.1582], [-0.1024, -0.8323, -1.0107], [-0.5647, 1.5968, 0.1494], [-0.1835, 1.8634, 2.9551]],
  "lowdin_charge": [-0.09, -0.46, -1.19, -0.16, 0.10, 0.08, 0.08, 0.09, 0.06, 0.07, 0.07, 0.08, -0.26, 0.88, 0.65]
}


2.
{
  "formula": "C20H18F3O3Re",
  "method": "ωB97M-V/def2-TZVPD",
  "charge": 1,
  "s_squared": 3.7679,
  "multiplicity": 4,
  "gap_ev": [9.07, 3.64],
  "homo_energy_ev": [-11.25, -11.25],
  "lumo_ev": [-2.2, -7.6],
  "symbols": ["C", "C", "C", "H", "C", "C", "H", "H", "H", "H", "C", "C", "C", "H", "C", "C", "H", "H", "H", "H", "Re", "O", "C", "C", "H", "H", "H", "H", "C", "C", "C", "H", "C", "H", "C", "H", "C", "H", "F", "C", "F", "F", "C", "O", "O"],
  "positions_angstrom": [[0.5973, 2.1939, -0.5148], [0.3720, 1.5406, -1.7810], [-0.9666, 0.9999, -1.7807], [1.0972, 1.4875, -2.5872], [-1.5719, 1.3243, -0.4985], [-0.6057, 2.0612, 0.2835], [-0.7522, 2.4924, 1.2715], [1.4940, 2.7414, -0.2481], [-1.4225, 0.4293, -2.5753], [-2.5710, 1.0552, -0.1894], [0.6060, -2.0511, 0.3621], [1.7812, -1.2377, 0.6083], [1.4371, -0.2526, 1.6132], [2.7418, -1.3706, 0.1304], [0.0585, -0.4685, 2.0008], [-0.4531, -1.5864, 1.2264], [-1.4377, -2.0239, 1.3331], [0.5475, -2.8602, -0.3550], [2.1194, 0.4974, 1.9985], [-0.4737, 0.0559, 2.7859], [0.1689, 0.0288, -0.0662], [-3.5424, -1.1407, -0.3758], [-3.7587, -1.5472, -1.7484], [-4.9017, -0.9703, -0.9368], [-3.2921, -0.9056, -2.4969], [-3.7838, -2.6280, -1.9215], [-5.1728, 0.0717, -1.1528], [-7.5410, -0.4033, -0.7038], [-7.3188, -1.4300, -0.4002], [-5.9661, -1.8544, -0.4482], [-5.6439, -3.1592, -0.0166], [-4.5986, -3.4820, -0.0046], [-6.6569, -4.0247, 0.3976], [-6.3936, -5.0270, 0.7333], [-7.9961, -3.6133, 0.4003], [-8.7828, -4.2917, 0.7269], [-8.3208, -2.3099, -0.0007], [-9.3556, -1.9688, 0.0070], [6.5697, 1.5093, -1.5810], [5.5504, 0.7196, -1.1782], [5.8028, -0.5573, -1.5940], [5.5236, 0.7257, 0.1959], [4.1033, 1.1863, -1.6734], [4.0584, 2.3395, -2.0974], [3.2960, 0.2484, -1.5056]],
  "lowdin_charge": [-0.16, -0.15, -0.15, 0.12, -0.17, -0.17, 0.13, 0.13, 0.11, 0.11, -0.17, -0.19, -0.18, 0.11, -0.17, -0.16, 0.13, 0.13, 0.14, 0.14, 1.50, -0.12, -0.08, -0.20, 0.09, 0.12, 0.15, 0.11, -0.03, -0.19, -0.03, 0.11, -0.07, 0.11, -0.07, 0.11, -0.08, 0.11, 0.19, -0.44, 0.15, 0.14, -0.48, 0.16, 0.18]
}


3.
{
  "formula": "C17H18N2O3S",
  "method": "ωB97M-V/def2-TZVPD",
  "charge": 0,
  "multiplicity": 1,
  "gap_ev": 8.54,
  "homo_energy_ev": -8.26,
  "lumo_ev": 0.3,
  "symbols": ["C", "C", "H", "H", "O", "C", "O", "C", "C", "C", "C", "N", "C", "S", "C", "C", "O", "N", "C", "C", "C", "C", "C", "C", "H", "H", "H", "H", "H", "C", "H", "H", "H", "H", "H", "H", "H", "H", "H", "H", "H"],
  "positions_angstrom": [[4.5052, 0.5132, -1.0784], [4.2169, -0.7890, -1.5182], [4.1451, -1.4800, -0.7354], [5.0339, -1.0824, -2.3357], [3.1817, -0.7729, -2.2475], [2.0515, -1.1167, -1.5267], [2.1327, -1.2616, -0.2874], [0.7033, -1.0498, -2.3686], [0.6627, -1.0985, -3.7789], [-0.5601, -1.2461, -4.2723], [-1.8503, -1.4274, -3.6757], [-1.6996, -1.3001, -2.3772], [-0.3668, -1.1047, -1.5156], [-0.6021, -1.2343, 0.1230], [-2.2917, -0.9855, 0.4169], [-2.7757, 0.1722, 0.2663], [-3.5029, 0.5746, -0.4822], [-2.2817, 1.1473, 1.1563], [-1.6222, 1.0091, 2.2311], [-2.0213, 0.2073, 3.3546], [-1.1203, 0.1393, 4.3778], [0.1607, 0.2090, 4.2737], [0.5966, 0.9412, 3.1879], [-0.1554, 1.0893, 2.1381], [0.1289, 1.9504, 1.1080], [1.6758, 1.2982, 3.2339], [0.9868, 0.2125, 5.3141], [-1.7080, -0.3806, 5.2601], [-2.9742, -0.0437, 3.4033], [-2.7106, 2.5649, 1.0593], [-3.3470, 3.0000, 1.8176], [-1.7914, 3.3579, 0.7947], [-3.4266, 2.6822, 0.1333], [-2.6986, -1.7290, -0.2155], [-2.3775, -1.4642, 1.4843], [-2.8957, -1.5155, -4.0233], [-0.6664, -1.1068, -5.4320], [1.5355, -1.3636, -4.1926], [3.7689, 0.8140, -0.4240], [4.4208, 1.1513, -2.0988], [5.5390, 0.5187, -0.5482]],
  "lowdin_charge": [-0.08, -0.47, 0.11, 0.18, 0.00, -0.29, 0.02, -0.12, -0.04, -0.11, -0.11, 0.07, -0.41, 1.12, -0.41, -0.68, 0.20, -0.08, -0.34, -0.01, -0.17, -0.13, -0.17, -0.08, 0.21, 0.13, 0.20, 0.15, 0.07, -0.02, 0.07, 0.14, 0.11, 0.09, 0.16, 0.13, 0.13, 0.09, 0.05, 0.15, 0.13]
}


Values for ΔE to the lowest compared entry with this formula, charge and spin, kcal/mol, ordered as above
28.10, 0.00, 298.84
Values for E_tot, eV, ordered as above
-27994.4822, -37445.4772, -37867.3703